[1]
ORCA calculation (the ωB97M-V functional and the def2-TZVPD basis) on 7 unconnected molecules or ions with the total composition C2H16NO5 in a non-equilibrium geometry.

Cartesian coordinates (Å):
C 1.526 1.350 -2.289
C 1.697 1.787 -0.945
N 0.343 1.195 -2.792
H 2.393 0.941 -2.807
H 2.592 2.287 -0.573
H 0.756 2.035 -0.442
H -0.773 1.733 -1.876
H 0.880 -0.023 0.243
H 0.376 0.671 -3.671
H 0.750 -3.349 2.601
H -0.023 -2.855 1.282
O 0.425 -2.588 2.122
H 0.759 -0.764 0.299
H -2.129 2.412 -1.351
O -1.319 1.982 -1.057
H -1.457 0.761 0.024
H -1.078 0.202 1.423
O -1.650 0.024 0.645
H -1.527 -1.576 0.311
H -1.936 -3.048 -0.253
O -1.296 -2.537 0.229
H -0.005 0.186 3.585
H 0.361 -0.904 2.593
O 0.335 0.079 2.699

Calculated values
LUMO energy   -9.26 eV
Net charge   +1
E   -14049.5298 eV
Highest occupied orbital energy   -13.6359 eV
Frontier orbital gap   4.379 eV
ΔE to the lowest compared entry with this formula, charge and spin   584.5 kJ/mol


[2]
ORCA calculation (the ωB97M-V functional and the def2-TZVPD basis) on C6H6 in the gas phase in a non-equilibrium geometry.

Cartesian coordinates (Å):
C 0.283 -0.185 2.562
C 0.379 -0.023 1.330
C 0.219 0.039 -0.135
C -1.333 0.132 -0.455
C 1.088 0.643 -1.306
C 1.099 -0.653 -1.146
H 0.626 -0.479 3.588
H -1.851 -0.756 -0.208
H -1.407 0.212 -1.477
H -1.719 0.958 0.214
H 1.142 1.694 -1.512
H 1.475 -1.581 -1.455

Calculated values
LUMO energy   1.09 eV
SMILES string   C#CC1(C)C=C1
Net charge   0
E   -6313.7105 eV
Highest occupied orbital energy   -8.9739 eV
Frontier orbital gap   10.067 eV
ΔE to the lowest compared entry with this formula, charge and spin   529.7 kJ/mol


[3]
ORCA calculation (the ωB97M-V functional and the def2-TZVPD basis) on 2 unconnected molecules or ions with the total composition C4H9O3 in a non-equilibrium geometry.

Cartesian coordinates (Å):
O -1.219 1.932 1.766
C -0.399 1.063 1.418
O 0.441 0.576 2.157
C 0.170 1.264 -0.025
C -0.561 0.411 -0.953
C 0.223 -0.820 -1.715
H 1.269 1.119 0.181
H -0.031 2.403 -0.153
H -0.871 0.971 -1.853
H -1.480 0.110 -0.381
H -0.378 -1.486 -2.387
H 0.956 -0.271 -2.364
H 0.914 -1.326 -0.984
H -0.151 -1.376 1.589
H 0.805 -2.351 2.311
O 0.313 -2.219 1.392

Calculated values
LUMO energy (spin up / spin down)   0.43 / -3.72 eV
Expectation value of S²   0.756
Net charge   0
Multiplicity   2
E   -10432.6080 eV
Highest occupied orbital energy (spin up / spin down)   -11.1889 / -10.1425 eV
Frontier orbital gap (spin up / spin down)   11.621 / 6.423 eV
ΔE to the lowest compared entry with this formula, charge and spin   160.8 kJ/mol


Among the records above, which one has the highest ΔE to the lowest compared entry with this formula, charge and spin? C2H16NO5


Which formula does entry 1 have? C2H16NO5


Which formula does entry 1 have? C2H16NO5


Look up the ΔE to the lowest compared entry with this formula, charge and spin of the third one. 160.8 kJ/mol